# 1
Molecular formula: ClHIOPS
Method: DFT, ωB97M-V/def2-TZVPD

## Properties
HOMO   -9.54 eV
Structure (SMILES)   O[P@@](=S)(Cl)I
LUMO   -1.025 eV
Relative energy (zero: lowest compared OMol25 entry of this formula, charge and spin)   3.88 kcal per mole
Total energy   -42812.946 eV
HOMO-LUMO gap   8.5 eV

CARTESIAN COORDINATES (ANGSTROEM)
O (0.23045, -0.07292, 0.67228)
P (-0.83458, -1.01329, 1.39220)
S (-2.17275, -1.54434, 0.11088)
Cl (0.24043, -2.49510, 2.22373)
I (-1.34148, 0.44329, 3.35817)
H (1.05200, -0.48806, 0.31906)

# 2
Molecular formula: C3H9O3
Method: DFT, ωB97M-V/def2-TZVPD

## Properties
HOMO   -3.74 eV
Charge   -1
LUMO   3.529 eV
Relative energy (zero: lowest compared OMol25 entry of this formula, charge and spin)   7.85 kcal per mole
Total energy   -9399.387 eV
HOMO-LUMO gap   7.3 eV

CARTESIAN COORDINATES (ANGSTROEM)
C (0.36573, -0.61779, -0.55028)
O (1.03937, 0.47790, -0.99733)
C (-1.11913, -0.29403, -0.20839)
C (-1.15369, 0.82250, 0.80862)
O (-2.44316, 0.95932, 1.47273)
H (0.78016, -1.01908, 0.39305)
H (0.32382, -1.42491, -1.31341)
H (-1.68385, -0.03991, -1.11050)
H (-1.57299, -1.22947, 0.14387)
H (-0.93794, 1.77913, 0.34426)
H (-0.38142, 0.61788, 1.55650)
H (-2.40004, 0.38386, 2.23996)
H (3.54415, -0.82732, -1.08971)
H (2.21465, 0.34647, -0.93305)
O (3.42434, 0.06544, -0.75630)

# 3
Molecular formula: C5H7N
Method: DFT, ωB97M-V/def2-TZVPD

## Properties
HOMO   -9.26 eV
Structure (SMILES)   C#C[C@@H]1N[C@@H]1C
LUMO   1.137 eV
Relative energy (zero: lowest compared OMol25 entry of this formula, charge and spin)   64.86 kcal per mole
Total energy   -6785.700 eV
HOMO-LUMO gap   10.4 eV

CARTESIAN COORDINATES (ANGSTROEM)
C (-1.33042, 1.74942, 1.33588)
C (-1.05136, 0.64633, 0.93875)
C (-0.70758, -0.68578, 0.48889)
N (0.60073, -1.25467, 0.84376)
C (0.35430, -0.88252, -0.54277)
C (1.08054, 0.28193, -1.16879)
H (-1.57551, 2.72455, 1.69537)
H (-1.52103, -1.40624, 0.53721)
H (1.15991, -0.53504, 1.29864)
H (0.23177, -1.74892, -1.19284)
H (1.02724, 1.17031, -0.53084)
H (2.13523, 0.03005, -1.32821)
H (0.64433, 0.53707, -2.14034)

# 4
Molecular formula: C20H29BBr42O4Si
Method: DFT, ωB97M-V/def2-TZVPD

## Properties
HOMO   -9.51 eV
LUMO   -0.540 eV
Total energy   -2979735.582 eV
HOMO-LUMO gap   9.0 eV

CARTESIAN COORDINATES (ANGSTROEM)
O (-6.09640, -0.38538, -0.61778)
C (-5.78356, -1.24165, -1.33267)
O (-5.62470, -2.52195, -0.98865)
C (-5.02939, -2.64789, 0.31924)
C (-3.52973, -2.23538, 0.33695)
C (-3.22193, -1.12120, 1.36253)
C (-2.09633, -0.14578, 0.89254)
Si (-2.70086, 1.34712, -0.08159)
C (-3.16175, 0.95783, -1.89870)
B (-1.96027, 1.20498, -2.86733)
O (-0.91149, 0.25192, -2.96126)
O (-1.89908, 2.32064, -3.68587)
H (-5.56064, -0.99994, -2.38180)
H (-5.61914, -2.10231, 1.05985)
H (-5.11870, -3.70456, 0.57695)
H (-3.17243, -2.02272, -0.67411)
H (-2.99613, -3.12836, 0.68900)
H (-4.12400, -0.54949, 1.60387)
H (-2.85611, -1.59047, 2.27532)
H (-1.66076, 0.25269, 1.82562)
H (-1.26842, -0.68082, 0.40227)
H (-3.90356, 1.91862, 0.54769)
H (-1.62804, 2.35904, -0.05584)
H (-3.51739, -0.06176, -2.06320)
H (-3.96062, 1.66372, -2.16844)
H (-0.24488, 0.54316, -2.33538)
H (-1.43621, 2.05104, -4.48420)
C (1.03959, 6.23080, 1.10979)
Br (1.62101, 4.41840, 0.84602)
Br (-0.87685, 6.41535, 1.46884)
Br (2.02572, 7.13847, 2.53220)
H (1.24245, 6.76171, 0.19003)
C (6.33941, 8.60237, 3.22760)
Br (4.81196, 9.07417, 4.32051)
Br (7.91305, 9.57112, 3.78255)
Br (6.70255, 6.71423, 3.19588)
H (6.11200, 8.91662, 2.21879)
C (0.18542, -2.76297, -2.70637)
Br (-1.67373, -3.12128, -2.35414)
Br (1.14511, -2.31727, -1.09063)
Br (1.02854, -4.21431, -3.66005)
H (0.22336, -1.89333, -3.34778)
C (-6.17789, -2.23781, 4.68878)
Br (-6.07664, -3.90213, 3.72166)
Br (-4.42848, -1.44258, 4.83216)
Br (-7.46782, -1.03680, 3.90993)
H (-6.51092, -2.45763, 5.69238)
C (0.35492, -2.73265, 2.81844)
Br (0.27550, -4.55280, 2.18591)
Br (-1.08134, -2.34938, 4.04647)
Br (2.07884, -2.30389, 3.57033)
H (0.21485, -2.09126, 1.95837)
C (-5.06124, 6.05229, 0.15161)
Br (-6.94190, 5.68732, 0.38123)
Br (-4.31207, 6.70000, 1.83999)
Br (-4.25620, 4.51876, -0.68463)
H (-4.97889, 6.87847, -0.53952)
C (-1.77776, -7.34741, 3.83727)
Br (-3.19804, -6.06027, 4.05418)
Br (-2.13368, -8.98944, 4.78472)
Br (-1.39484, -7.65385, 1.96987)
H (-0.88924, -6.91487, 4.27589)
C (0.40729, -7.35960, -1.82331)
Br (-1.40156, -7.88392, -1.38227)
Br (1.45379, -6.94150, -0.26024)
Br (1.27807, -8.68236, -2.92480)
H (0.33902, -6.45363, -2.40835)
C (3.51734, -9.56728, -6.01895)
Br (5.01826, -9.43949, -4.81520)
Br (4.06039, -9.40356, -7.86237)
Br (2.49474, -11.17509, -5.71549)
H (2.86613, -8.73198, -5.80401)
C (10.40911, 7.79395, 0.84889)
Br (8.73482, 8.30951, 0.09844)
Br (10.09918, 6.15028, 1.81396)
Br (11.82558, 7.63604, -0.45066)
H (10.70465, 8.56036, 1.55073)
C (5.01586, 6.83452, -1.71957)
Br (6.44560, 5.90966, -2.62533)
Br (5.46618, 7.26104, 0.08544)
Br (4.40459, 8.35779, -2.71860)
H (4.21279, 6.14730, -1.63152)
C (1.78267, 6.87634, -6.13558)
Br (1.54903, 8.58826, -6.99342)
Br (3.64109, 6.39241, -5.99515)
Br (0.91112, 6.80944, -4.41215)
H (1.30557, 6.13908, -6.76431)
C (1.65197, 3.08742, -2.35908)
Br (3.28767, 3.95912, -1.92580)
Br (0.16219, 4.11135, -1.70701)
Br (1.51468, 2.70192, -4.24557)
H (1.64840, 2.13915, -1.83841)
C (0.22411, -11.64899, 7.51664)
Br (1.63730, -12.95230, 7.67293)
Br (0.75307, -10.14408, 6.43570)
Br (-1.41405, -12.44161, 6.87420)
H (0.02706, -11.27349, 8.50981)

# 5
Molecular formula: C3H6FNO
Method: DFT, ωB97M-V/def2-TZVPD

## Properties
HOMO (spin up / spin down)   -7.96 / -7.96 eV
LUMO (spin up / spin down)   0.571 / 0.570 eV
Relative energy (zero: lowest compared OMol25 entry of this formula, charge and spin)   82.64 kcal per mole
Total energy   -9460.212 eV
HOMO-LUMO gap (spin up / spin down)   8.5 / 8.5 eV

CARTESIAN COORDINATES (ANGSTROEM)
C (-1.28866, 1.31314, 0.71403)
C (0.83777, 0.04760, -1.20696)
C (0.42808, -0.19629, 0.23363)
N (0.02323, -1.52162, 0.49614)
O (-2.34153, 0.89430, 0.33382)
F (1.43107, 0.12381, 1.18425)
H (-1.22605, 2.39942, 1.18466)
H (1.06526, 1.14430, -1.36056)
H (-0.03358, -0.07184, -1.84765)
H (1.69588, -0.65198, -1.60010)
H (0.36993, -1.77301, 1.35408)
H (-0.96139, -1.70783, 0.51467)

# 6
Molecular formula: C8H32F24LiN4O32S8
Method: DFT, ωB97M-V/def2-TZVPD

## Properties
HOMO   -3.77 eV
Charge   -3
LUMO   4.254 eV
Total energy   -232399.619 eV
HOMO-LUMO gap   8.0 eV

CARTESIAN COORDINATES (ANGSTROEM)
Li (16.45913, -16.15862, -15.49780)
C (18.68090, -14.15790, -10.56659)
F (19.00062, -13.25353, -9.62785)
F (18.04436, -15.15863, -9.96921)
F (17.93016, -13.61233, -11.48078)
S (20.23697, -14.89945, -11.41803)
O (19.74419, -15.59346, -12.62266)
O (21.11960, -13.74698, -11.68565)
N (20.83755, -15.96128, -10.16732)
S (20.38518, -17.42394, -10.68532)
O (18.91759, -17.53988, -10.82439)
O (21.29803, -17.88762, -11.78399)
C (20.68853, -18.56547, -9.14457)
F (20.03512, -19.68080, -9.40872)
F (22.02051, -18.82023, -8.95414)
F (20.15084, -17.96381, -8.09502)
C (11.61335, -16.02297, -21.03946)
F (10.29747, -15.84523, -21.16615)
F (12.34358, -14.99105, -21.63912)
F (11.96199, -16.16489, -19.74186)
S (12.24902, -17.64823, -21.96770)
O (13.23379, -18.17797, -21.06069)
O (11.06076, -18.48014, -22.09889)
N (12.60998, -17.00274, -23.56987)
S (14.11734, -17.32805, -23.62498)
O (14.87464, -16.46254, -22.76645)
O (14.48620, -18.75842, -23.50295)
C (14.39908, -16.92370, -25.53606)
F (14.53105, -15.53392, -25.63568)
F (15.56487, -17.43227, -25.85132)
F (13.43840, -17.50152, -26.18038)
C (12.07143, -10.85731, -18.32892)
F (12.34936, -11.02594, -17.05077)
F (12.95007, -10.08401, -18.88064)
F (12.01991, -11.91654, -19.03506)
S (10.37445, -9.98315, -18.31939)
O (10.08457, -9.86539, -19.75254)
O (9.40405, -10.92648, -17.73243)
N (10.55822, -8.46605, -17.47587)
S (9.89954, -8.75878, -16.08582)
O (8.42647, -8.74627, -16.09802)
O (10.56806, -9.86411, -15.38134)
C (10.33898, -7.16513, -15.05063)
F (9.71419, -6.08648, -15.55313)
F (9.95075, -7.45776, -13.80457)
F (11.68652, -6.97081, -15.01890)
C (15.16627, -14.19623, -18.74051)
F (14.80269, -14.58164, -19.90519)
F (16.46575, -14.49550, -18.56809)
F (14.93434, -12.93339, -18.69542)
S (14.04604, -15.09180, -17.34468)
O (12.76592, -14.34209, -17.24761)
O (13.94330, -16.51506, -17.71676)
N (14.99228, -14.84748, -15.83637)
S (14.52235, -13.43597, -15.28698)
O (14.79223, -12.25152, -16.14007)
O (13.21421, -13.42507, -14.67124)
C (15.75845, -13.31694, -13.68488)
F (17.01454, -12.87578, -14.10490)
F (15.32829, -12.44860, -12.80954)
F (15.76245, -14.49407, -13.20616)
O (17.40961, -12.27062, -20.60441)
H (17.97116, -11.89671, -21.28345)
H (17.03774, -13.05588, -21.00605)
O (17.97932, -11.75752, -18.05034)
H (17.63519, -11.98967, -18.91285)
H (17.77056, -12.51086, -17.49795)
O (13.29383, -16.58825, -14.59034)
H (14.07372, -16.15533, -14.93760)
H (13.53321, -16.83312, -13.69649)
O (15.73342, -9.75962, -18.90170)
H (14.91299, -10.24256, -18.80224)
H (16.35881, -10.41154, -19.21812)
O (16.89031, -17.11803, -17.37496)
H (16.57842, -17.30611, -18.26016)
H (17.50748, -17.82404, -17.18291)
O (14.55819, -9.56455, -15.78130)
H (14.22106, -9.44415, -14.89356)
H (14.10747, -10.34428, -16.10549)
O (13.10174, -12.53455, -9.87105)
H (12.52862, -13.11774, -10.36870)
H (13.52657, -11.99154, -10.53505)
O (11.98266, -13.82133, -11.90760)
H (12.18050, -13.48701, -12.78242)
H (11.14467, -13.41830, -11.68051)
O (18.40592, -16.01666, -20.26683)
H (17.96502, -15.80802, -19.44323)
H (17.80087, -16.60297, -20.72113)
O (19.81196, -11.65154, -15.38469)
H (20.32708, -10.93870, -15.00687)
H (18.94785, -11.26884, -15.53660)
O (14.00662, -10.09754, -13.31775)
H (13.20731, -10.57757, -13.10118)
H (14.24756, -9.65342, -12.50477)
O (14.42598, -19.30006, -17.31921)
H (14.24742, -18.36084, -17.36625)
H (13.58408, -19.69318, -17.08923)
O (18.41772, -10.71925, -11.43154)
H (17.77043, -10.99863, -12.07900)
H (18.12333, -11.11549, -10.61145)
O (16.83870, -9.99443, -13.83753)
H (15.94051, -10.28980, -13.98672)
H (17.10934, -9.61697, -14.67449)
O (10.70309, -15.07037, -15.01865)
H (11.44990, -14.48129, -14.91142)
H (9.94035, -14.53164, -14.80838)
O (15.93683, -17.33684, -19.95947)
H (15.02514, -17.23821, -20.23392)
H (16.07866, -18.28312, -19.93366)

# 7
Molecular formula: C3H7N2O2
Method: DFT, ωB97M-V/def2-TZVPD

## Properties
HOMO   -13.11 eV
Charge   +1
Structure (SMILES)   C#[N+]CCN(O)O
LUMO   -4.707 eV
Relative energy (zero: lowest compared OMol25 entry of this formula, charge and spin)   119.08 kcal per mole
Total energy   -10287.647 eV
HOMO-LUMO gap   8.4 eV

CARTESIAN COORDINATES (ANGSTROEM)
C (1.79697, -0.24802, 2.53907)
N (1.25517, -0.45932, 1.55260)
C (0.70440, -0.79672, 0.34487)
C (0.19845, 0.37266, -0.53276)
N (-1.25307, 0.50891, -0.38251)
O (-1.85993, -0.68611, -0.83676)
O (-1.72907, 1.60935, -1.02192)
H (2.25542, -0.05783, 3.47541)
H (-0.15714, -1.45996, 0.52505)
H (1.47025, -1.36171, -0.20132)
H (0.63499, 1.32737, -0.23620)
H (0.47595, 0.14987, -1.57433)
H (-2.31487, -0.53625, -1.68057)
H (-1.47755, 1.63776, -1.97063)

# 8
Molecular formula: C15H8AlF4NO3PS
Method: DFT, ωB97M-V/def2-TZVPD

## Properties
HOMO   -6.85 eV
Charge   -1
LUMO   1.079 eV
Total energy   -60919.729 eV
HOMO-LUMO gap   7.9 eV

CARTESIAN COORDINATES (ANGSTROEM)
O (-6.18855, -0.45668, -0.01631)
C (-5.73588, -0.67719, 1.03083)
N (-5.15608, -1.03752, 2.04489)
C (-3.70326, -0.98730, 1.93056)
C (-2.95553, -0.33055, 2.88687)
C (-1.56984, -0.26758, 2.74414)
C (-0.98776, -0.86350, 1.64593)
C (-1.74925, -1.53062, 0.68472)
C (-3.12160, -1.60215, 0.81917)
C (-0.99561, -2.11251, -0.48620)
O (-1.24261, -3.19343, -0.95868)
C (0.11840, -1.22911, -0.97924)
C (0.39773, -1.03537, -2.31716)
C (1.42383, -0.16205, -2.68293)
P (1.72420, 0.10187, -4.45394)
S (1.95831, 1.96907, -4.97789)
C (2.17726, 0.49921, -1.72125)
C (1.90713, 0.30865, -0.37098)
C (0.88144, -0.55361, -0.01994)
C (0.50587, -0.78230, 1.42387)
O (1.29931, -0.92309, 2.31437)
H (-3.44121, 0.14168, 3.73154)
H (-0.96264, 0.26666, 3.46417)
H (-3.71953, -2.09861, 0.06418)
H (-0.19616, -1.52708, -3.08116)
H (2.83473, -0.65316, -4.87947)
H (0.58782, -0.43949, -5.09444)
H (2.96270, 1.20032, -1.98453)
H (2.45529, 0.82205, 0.40990)
F (2.50354, 3.99504, 1.98448)
Al (4.10331, 3.43749, 1.77014)
F (4.14341, 2.39167, 0.40522)
F (4.59292, 2.56998, 3.15337)
F (5.14832, 4.75917, 1.51578)

So what do the calculations give for molar mass? Going down the list: 242.4 93.1 81.1 3728.3 91.1 1415.8 103.1 416.2 g mol⁻¹.
So what do the calculations give for max |F|? Going down the list: 1.350 0.884 0.468 4.099 2.888 5.053 3.855 1.615 eV/A.